A cluster of 2 separate species, C10H20 in total in a non-equilibrium geometry. Source: the Open Molecules 2025 dataset; level of theory: ωB97M-V with the def2-TZVPD basis set.

Properties
Structure (SMILES): C/C=C/CC.C/C=C/CC
Energy above the lowest of the compared OMol25 structures with the same formula, charge and spin, kcal/mol: 42.2

Last column: Löwdin charge in e.
Atoms and positions in Å:
C1 -0.23668 2.73252 2.86953  -0.121
C2 -0.65242 1.60859 1.98876  -0.178
C3 -1.20712 0.44416 2.36712  -0.137
C4 -1.94653 -0.53324 1.51369  -0.308
C5 -3.34274 -0.84310 1.92122  -0.127
H1 -1.12608 3.16598 3.35707  0.079
H2 0.20731 3.49404 2.20652  0.070
H3 0.49954 2.47185 3.64841  0.078
H4 -0.61235 1.85008 0.91840  0.097
H5 -1.28219 0.17285 3.42842  0.115
H6 -1.40349 -1.49552 1.44600  0.112
H7 -2.02513 -0.11842 0.49036  0.090
H8 -3.43766 -1.76385 2.52106  0.077
H9 -3.98304 -0.93750 1.02807  0.077
H10 -3.70251 0.00792 2.52367  0.079
C6 -0.87295 -0.21064 -2.19997  -0.120
C7 0.43704 -0.82901 -1.72573  -0.163
C8 1.45848 -0.98861 -2.58595  -0.144
C9 2.87087 -1.45726 -2.20781  -0.283
C10 3.90405 -0.35539 -2.08547  -0.121
H11 -1.68680 -0.91472 -1.95801  0.067
H12 -0.85019 -0.06128 -3.29257  0.070
H13 -1.08971 0.75703 -1.71704  0.063
H14 0.53943 -1.10563 -0.66810  0.099
H15 1.30103 -0.70786 -3.63571  0.103
H16 3.09331 -2.26679 -2.92936  0.104
H17 2.72794 -1.92251 -1.21354  0.103
H18 3.91559 0.37461 -2.91227  0.074
H19 4.93101 -0.72631 -1.92929  0.071
H20 3.57202 0.15803 -1.16745  0.076



A structure of composition C10H20Ag2BBr10F4 in a non-equilibrium geometry. Source: the Open Molecules 2025 dataset; level of theory: ωB97M-V with the def2-TZVPD basis set.

Properties
Charge: +1
Energy above the lowest of the compared OMol25 structures with the same formula, charge and spin, kcal/mol: 16.5

Last column: Löwdin charge in e.
Atoms and positions in Å:
Ag1 1.72167 -2.07994 1.41095  0.807
Ag2 -1.66306 -2.86715 1.11822  0.932
B1 0.03250 -0.38382 0.51443  -1.287
F1 -0.24528 -0.59973 1.90185  0.054
F2 1.38372 -0.07812 0.33706  0.088
F3 -0.21836 -1.62947 -0.20393  -0.017
F4 -0.84373 0.54637 0.02018  0.178
Br1 -2.52094 0.79357 4.89816  0.667
C1 -2.54883 -1.07525 4.44835  -0.741
C2 -2.08190 -1.98479 5.56676  -0.716
Br2 -3.01331 -1.71203 7.24439  0.642
H1 -1.81879 -1.16967 3.63811  0.005
H2 -3.53886 -1.38675 4.12202  0.063
H3 -1.02906 -1.83939 5.79591  0.053
H4 -2.23172 -3.03475 5.31864  0.051
Br3 -3.44474 1.38200 -5.45154  0.657
C3 -2.13869 1.16882 -4.04568  -0.723
C4 -2.31854 -0.11364 -3.28376  -0.651
Br4 -1.35975 -1.58832 -4.19780  0.599
H5 -2.14977 2.06361 -3.42508  0.062
H6 -1.15932 1.20193 -4.51881  0.038
H7 -3.33393 -0.47800 -3.19712  0.046
H8 -1.79231 -0.07728 -2.33323  0.020
Br5 -5.56364 0.43330 0.11096  0.621
C5 -3.72931 0.57939 0.78421  -0.709
C6 -3.35743 1.99033 1.12828  -0.724
Br6 -4.43449 2.78334 2.50998  0.633
H9 -3.12786 0.21323 -0.04170  0.020
H10 -3.68501 -0.07817 1.65017  0.029
H11 -3.38215 2.64473 0.26184  0.064
H12 -2.32780 1.98352 1.48743  0.049
Br7 5.03982 0.21761 -3.92782  0.655
C7 3.16195 -0.21566 -4.12775  -0.689
C8 2.47830 -0.39033 -2.80141  -0.648
Br8 3.13723 -1.98726 -1.87441  0.622
H13 3.06656 -1.08251 -4.77439  0.063
H14 2.70143 0.61896 -4.65594  0.068
H15 1.41953 -0.58665 -2.96569  0.027
H16 2.62229 0.45686 -2.13988  0.054
Br9 4.88448 -1.25395 1.17655  0.621
C9 4.78007 0.43274 0.19755  -0.719
C10 5.78385 1.40312 0.77207  -0.676
Br10 5.66250 3.00456 -0.33750  0.657
H17 3.77458 0.82055 0.30909  0.040
H18 5.04966 0.21457 -0.83099  0.001
H19 6.80315 1.07466 0.61351  0.056
H20 5.55530 1.66486 1.79775  0.062



A structure of composition C10H20AlN4O4SSe in a non-equilibrium geometry. Source: the Open Molecules 2025 dataset; level of theory: ωB97M-V with the def2-TZVPD basis set.

Properties
E_tot, eV: -107621.3293
Charge: +1

Last column: Löwdin charge in e.
Atoms and positions in Å:
Al1 -0.08436 0.53938 -0.09526  -0.416
C1 -1.93339 -0.73818 -2.14713  -0.128
C2 -0.51200 -0.70007 -2.71199  -0.121
N1 0.48425 -0.75997 -1.62903  -0.084
C3 0.92394 -2.07704 -1.19059  -0.215
C4 -0.07107 -2.71726 -0.23599  -0.354
S1 -0.63238 -1.55390 1.06368  1.066
C5 -2.44445 -1.56473 0.79609  -0.347
C6 -2.94089 -0.32726 0.04546  -0.207
N2 -1.96548 0.10378 -0.95106  -0.088
H1 -2.20996 -1.75834 -1.87343  0.114
H2 -2.64211 -0.38937 -2.90555  0.146
H3 -0.38161 0.26597 -3.20272  0.135
H4 -0.35851 -1.49339 -3.45034  0.138
H5 1.29617 -0.26333 -1.98524  0.137
H6 1.87313 -1.94724 -0.66619  0.128
H7 1.09275 -2.75464 -2.03782  0.139
H8 0.39660 -3.55876 0.27259  0.092
H9 -0.94423 -3.08981 -0.76317  0.079
H10 -2.88881 -1.60485 1.78856  0.090
H11 -2.68583 -2.49351 0.28035  0.084
H12 -3.06946 0.49211 0.75583  0.130
H13 -3.90622 -0.55638 -0.41968  0.141
H14 -2.19287 1.07873 -1.21059  0.106
O1 -1.96161 3.06352 -0.94928  -0.527
Se1 -0.54580 3.02361 -0.26691  1.245
O2 0.29507 1.84419 -1.23858  -0.401
O3 -0.79203 1.73208 0.98163  -0.417
O4 2.51698 2.82274 0.21482  0.036
C7 0.94614 0.57695 3.18974  0.010
C8 1.84511 1.03700 2.11525  -0.324
N3 1.77632 0.65288 0.85398  0.116
C9 2.73532 1.44193 0.14455  -0.245
C10 3.42795 2.29824 1.12798  -0.193
N4 2.83083 1.91447 2.35664  0.182
H15 -0.06051 0.92822 2.94990  0.082
H16 1.24686 0.98867 4.14918  0.098
H17 0.91286 -0.50967 3.23740  0.076
H18 3.15266 1.04869 -0.76899  0.159
H19 4.44180 2.67127 1.12649  0.169
H20 3.02884 2.33326 3.24942  0.170



A cluster of 2 separate species, C10H20B2FN3O8PS3 in total in a non-equilibrium geometry. Source: the Open Molecules 2025 dataset; level of theory: ωB97M-V with the def2-TZVPD basis set.

Properties
E_tot, eV: -77416.4897
Charge: -1

Last column: Löwdin charge in e.
Atoms and positions in Å:
N1 4.58793 2.87430 -0.32440  0.126
B1 3.37609 2.32624 0.41318  -0.990
S1 3.96571 1.95050 2.26761  0.721
O1 2.88067 1.69102 3.17791  -0.331
O2 5.04705 1.00031 2.29851  -0.337
F1 4.62430 3.33064 2.76644  -0.222
O3 2.17252 3.12865 0.47566  0.020
C1 1.10652 2.33044 0.00359  -0.326
C2 -0.06411 3.14964 -0.49285  -0.196
C3 -1.23048 3.16740 0.49304  -0.422
S2 -2.86709 3.08698 -0.31978  0.962
C4 -2.90545 1.37526 -0.59923  -0.722
N2 -2.72551 0.73425 -1.71037  0.055
N3 -2.83545 -0.62196 -1.39926  0.053
C5 -3.06220 -0.67357 -0.12108  -0.173
O4 -3.12979 0.54292 0.45417  0.031
C6 1.80250 1.38365 -0.97567  -0.568
C7 0.96258 0.12570 -1.27705  -0.030
B2 1.79867 -1.19546 -1.43386  -0.638
O5 1.11944 -2.39244 -1.37315  0.157
O6 3.15544 -1.22863 -1.70531  0.138
P1 2.15983 2.22972 -2.63524  0.474
S3 2.31807 4.16776 -2.83527  0.115
O7 2.95267 1.07662 -0.26162  -0.008
H1 5.29286 3.29579 0.26628  0.043
H2 5.05543 2.08204 -0.74758  0.057
H3 0.84679 1.69916 0.86369  0.155
H4 0.29226 4.15919 -0.65857  0.097
H5 -0.42302 2.77552 -1.44799  0.091
H6 -1.25264 4.05028 1.11808  0.077
H7 -1.18972 2.30352 1.14659  0.073
H8 -3.17508 -1.55647 0.47695  0.098
H9 0.21586 0.02872 -0.49097  0.115
H10 0.39074 0.24120 -2.19669  0.093
H11 1.61866 -3.02687 -1.89599  0.097
H12 3.65656 -1.12708 -0.89062  0.111
H13 1.15780 1.76721 -3.50564  -0.023
H14 3.32200 1.56725 -3.06491  -0.004
C8 -5.26757 -5.12949 1.04860  -0.023
C9 -3.98664 -4.56556 1.61421  -0.491
O8 -3.76394 -3.37853 1.61239  0.061
C10 -2.99615 -5.55282 2.18047  -0.021
H15 -5.88792 -4.31873 0.67507  0.082
H16 -5.04344 -5.81582 0.23081  0.085
H17 -5.81161 -5.67139 1.82380  0.083
H18 -2.68560 -6.25519 1.40565  0.086
H19 -3.45177 -6.11130 2.99974  0.084
H20 -2.12380 -5.02056 2.55064  0.084



A cluster of 3 separate species, C10H20BN6O7 in total in a non-equilibrium geometry. Source: the Open Molecules 2025 dataset; level of theory: ωB97M-V with the def2-TZVPD basis set.

Properties
E_tot, eV: -34639.4920
Charge: +1

Last column: Löwdin charge in e.
Atoms and positions in Å:
O1 3.95355 -0.10040 0.66977  0.152
C1 2.80164 -0.30146 0.86911  -0.476
O2 2.32215 -1.32439 1.68412  0.061
C2 1.68041 0.62096 0.25141  -0.073
C3 0.86553 -0.06984 -0.92021  -0.096
C4 -0.63252 0.27094 -0.83223  -0.058
C5 -1.19398 1.41793 -0.18536  0.075
N1 -2.49174 1.75782 -0.06507  -0.167
O3 -2.86982 2.86454 0.59203  0.100
N2 -3.42524 1.02452 -0.58843  0.174
C6 -3.01159 -0.07974 -1.19838  -0.017
C7 -1.67532 -0.60678 -1.41987  -0.082
C8 -1.33746 -1.91804 -2.12700  -0.010
B1 -1.33908 -3.07475 -0.97794  -0.532
O4 -0.36828 -2.93054 0.06466  0.098
O5 -2.23884 -4.13728 -0.95780  0.166
H1 2.05741 -2.10051 1.16032  0.108
H2 2.10465 1.59225 -0.10236  0.135
H3 0.99435 0.84788 1.11012  0.111
H4 0.98378 -1.18224 -0.88477  0.110
H5 1.28130 0.24574 -1.92991  0.141
H6 -0.47212 2.11483 0.29790  0.158
H7 -2.42304 2.85128 1.48152  0.091
H8 -3.83508 -0.70266 -1.61841  0.148
H9 -2.09848 -2.18400 -2.90657  0.133
H10 -0.36170 -1.88608 -2.67937  0.135
H11 -0.84862 -2.55359 0.82740  0.119
H12 -2.66588 -4.09690 -0.07959  0.124
C9 3.97510 -0.21484 -3.67483  -0.698
O6 2.81057 -0.25444 -4.03913  0.001
N3 4.48444 -1.14226 -2.82520  0.157
N4 4.84482 0.74880 -4.07738  0.160
H13 5.43222 -1.13984 -2.49610  0.102
H14 3.86245 -1.86487 -2.51194  0.100
H15 4.49380 1.44972 -4.70593  0.109
H16 5.80287 0.79369 -3.78421  0.100
C10 -2.57878 2.08044 4.35004  -0.648
O7 -2.32886 2.49516 3.21881  -0.005
N5 -1.61052 1.66309 5.19960  0.172
N6 -3.84068 2.00995 4.83380  0.174
H17 -1.79073 1.32219 6.12574  0.109
H18 -0.66146 1.70372 4.87145  0.112
H19 -4.58343 2.31360 4.22793  0.118
H20 -4.06782 1.67639 5.75226  0.109



A cluster of 2 separate species, C10H20ClN2O in total in a non-equilibrium geometry. Source: the Open Molecules 2025 dataset; level of theory: ωB97M-V with the def2-TZVPD basis set.

Properties
Charge: +1
Energy above the lowest of the compared OMol25 structures with the same formula, charge and spin, kcal/mol: 75.5

Last column: Löwdin charge in e.
Atoms and positions in Å:
C1 1.63395 1.35936 1.81149  -0.126
C2 0.94854 0.85143 0.59099  -0.242
C3 -0.26216 1.42217 0.26615  -0.068
N1 -0.89887 1.36454 -0.94843  -0.107
C4 -2.14093 2.15440 -1.08041  -0.123
C5 -2.92483 1.70533 -2.31061  -0.176
O1 -2.08654 1.68522 -3.47454  -0.127
C6 -1.00701 0.75983 -3.33041  -0.181
C7 -0.10347 1.10841 -2.14673  -0.127
H1 2.58112 0.86223 2.02206  0.042
H2 1.84079 2.44085 1.68536  0.093
H3 0.98706 1.25853 2.69224  0.086
H4 1.55586 0.44276 -0.22197  0.050
H5 -0.82430 1.97703 1.03219  0.146
H6 -2.73831 1.99932 -0.16824  0.131
H7 -1.91458 3.23340 -1.18889  0.140
H8 -3.36948 0.70815 -2.10551  0.132
H9 -3.70688 2.44065 -2.55164  0.137
H10 -1.38147 -0.27902 -3.19646  0.131
H11 -0.44407 0.85477 -4.26987  0.136
H12 0.50315 1.99920 -2.43405  0.150
H13 0.58049 0.26248 -1.95840  0.116
C8 -0.21823 -2.96549 1.53266  0.000
N2 1.07405 -2.30689 1.74296  -0.213
C9 1.92371 -2.84116 2.82616  -0.028
C10 1.53707 -1.45320 0.83760  -0.506
Cl1 3.24777 -1.32425 0.61843  0.817
H14 -0.48727 -3.44646 2.47751  0.097
H15 -0.97874 -2.23217 1.24777  0.106
H16 -0.15215 -3.74366 0.75649  0.116
H17 1.24347 -3.38241 3.48699  0.094
H18 2.67534 -3.53820 2.43789  0.101
H19 2.40463 -2.02570 3.36915  0.101
H20 0.90228 -1.35146 -0.04794  0.100



Copy entry 6 word for word.
A cluster of 2 separate species, C10H20ClN2O in total in a non-equilibrium geometry. Source: the Open Molecules 2025 dataset; level of theory: ωB97M-V with the def2-TZVPD basis set.

Properties
Charge: +1
Energy above the lowest of the compared OMol25 structures with the same formula, charge and spin, kcal/mol: 75.5

Last column: Löwdin charge in e.
Atoms and positions in Å:
C1 1.63395 1.35936 1.81149  -0.126
C2 0.94854 0.85143 0.59099  -0.242
C3 -0.26216 1.42217 0.26615  -0.068
N1 -0.89887 1.36454 -0.94843  -0.107
C4 -2.14093 2.15440 -1.08041  -0.123
C5 -2.92483 1.70533 -2.31061  -0.176
O1 -2.08654 1.68522 -3.47454  -0.127
C6 -1.00701 0.75983 -3.33041  -0.181
C7 -0.10347 1.10841 -2.14673  -0.127
H1 2.58112 0.86223 2.02206  0.042
H2 1.84079 2.44085 1.68536  0.093
H3 0.98706 1.25853 2.69224  0.086
H4 1.55586 0.44276 -0.22197  0.050
H5 -0.82430 1.97703 1.03219  0.146
H6 -2.73831 1.99932 -0.16824  0.131
H7 -1.91458 3.23340 -1.18889  0.140
H8 -3.36948 0.70815 -2.10551  0.132
H9 -3.70688 2.44065 -2.55164  0.137
H10 -1.38147 -0.27902 -3.19646  0.131
H11 -0.44407 0.85477 -4.26987  0.136
H12 0.50315 1.99920 -2.43405  0.150
H13 0.58049 0.26248 -1.95840  0.116
C8 -0.21823 -2.96549 1.53266  0.000
N2 1.07405 -2.30689 1.74296  -0.213
C9 1.92371 -2.84116 2.82616  -0.028
C10 1.53707 -1.45320 0.83760  -0.506
Cl1 3.24777 -1.32425 0.61843  0.817
H14 -0.48727 -3.44646 2.47751  0.097
H15 -0.97874 -2.23217 1.24777  0.106
H16 -0.15215 -3.74366 0.75649  0.116
H17 1.24347 -3.38241 3.48699  0.094
H18 2.67534 -3.53820 2.43789  0.101
H19 2.40463 -2.02570 3.36915  0.101
H20 0.90228 -1.35146 -0.04794  0.100